1.
Entry from OMol25: a cluster of 2 separate species, C10H4N7O8 in total (ωB97M-V/def2-TZVPD).

Charge ... -1
Calculated total energy ... -37235.6656 eV
Relative energy (zero: lowest compared OMol25 entry of this formula, charge and spin) ... 0.0 kcal/mol
Spin multiplicity ... 1

Last column: Mulliken charge in e.
Cartesian coordinates (Å):
N1 -2.61460 2.62656 0.57996  -0.7150
C1 -1.91874 2.74243 1.77942  0.2987
O1 -2.42457 2.66088 2.88921  -0.6880
N2 -0.54162 2.96243 1.64108  -0.0439
C2 0.21995 3.09607 0.47617  0.4669
O2 1.43441 3.29901 0.55670  -0.7361
C3 -0.59504 2.96486 -0.70148  -0.5809
C4 -1.95244 2.73839 -0.55417  0.0940
H1 -0.04911 3.03403 2.51854  0.1811
H2 -0.13156 3.04201 -1.67216  0.3542
H3 -2.55661 2.63446 -1.46947  0.3728
O3 -5.41926 -6.27914 1.88610  -0.6695
N3 -5.66282 -5.25093 1.27906  0.7825
C5 -5.05545 -4.49718 0.28812  0.3889
C6 -5.89152 -3.39832 0.02121  0.6454
N4 -7.00460 -3.43024 0.81392  -0.4814
O4 -6.85603 -4.55027 1.57038  -0.1704
C7 -5.50119 -2.42039 -0.98885  -0.3685
N5 -6.30399 -1.24897 -1.28020  0.9138
O5 -5.94398 -0.54353 -2.25116  -0.5860
O6 -7.29769 -0.96724 -0.58226  -0.5280
C8 -4.29386 -2.60881 -1.69080  -0.7176
C9 -3.49496 -3.71601 -1.37353  0.5154
N6 -2.25204 -4.11902 -1.87560  0.8060
O7 -1.51449 -3.65439 -2.73040  -0.6482
O8 -1.89225 -5.29035 -1.18455  -0.1666
N7 -2.85718 -5.64570 -0.27157  -0.5679
C10 -3.82343 -4.68342 -0.39663  0.2824
H4 -3.96477 -1.94466 -2.48343  0.5658

2.
Entry from OMol25: the ion C8H11BrF2NO with charge +1 (ωB97M-V/def2-TZVPD).

Charge ... +1
Calculated total energy ... -87479.2165 eV
Relative energy (zero: lowest compared OMol25 entry of this formula, charge and spin) ... 10.9 kcal/mol
Spin multiplicity ... 1

Last column: Mulliken charge in e.
Cartesian coordinates (Å):
C1 0.22982 1.97519 0.25712  -0.4120
C2 0.17187 1.65054 -0.99687  0.3328
C3 1.23465 0.89355 -1.64741  -0.3836
C4 1.56672 -0.33414 -1.27916  -1.0218
C5 0.99400 -0.87691 -0.07186  1.4933
C6 -0.21405 -1.75066 -0.25282  -1.5312
C7 1.18889 -0.36717 1.13940  -0.7765
N1 0.30454 -0.84640 2.19307  -0.1833
Br1 2.79198 0.39024 1.67181  -0.0008
O1 -0.97487 1.63160 -1.87028  -0.2946
C8 -2.15491 1.90561 -1.26612  0.3335
F1 -2.35378 3.19228 -0.78658  -0.2348
F2 -2.31373 1.12791 -0.09791  -0.2314
H1 1.20177 1.75506 0.70645  0.1180
H2 -0.53170 2.48663 0.83879  0.4282
H3 1.41952 1.23205 -2.65247  0.4438
H4 2.45261 -0.80973 -1.66535  0.4735
H5 -0.12562 -2.53411 0.52912  0.4334
H6 -0.16141 -2.26760 -1.27723  0.3535
H7 -1.24714 -1.17960 -0.16617  0.2791
H8 -0.69876 -0.81205 1.81864  0.3879
H9 0.46840 -0.28127 3.07561  0.4235
H10 0.38880 -1.87567 2.45645  0.3464
H11 -3.06872 1.75065 -1.88648  0.2230

3.
Entry from OMol25: a cluster of 13 separate species, C34H78Cl6N9O10 in total (ωB97M-V/def2-TZVPD).

Charge ... -1
Calculated total energy ... -145550.6242 eV
Spin multiplicity ... 1

Last column: Mulliken charge in e.
Cartesian coordinates (Å):
C1 -0.51383 -0.08574 -0.18614  1.9589
O1 -0.98773 -0.80851 -1.34654  -0.2118
H1 -0.91602 0.94861 -0.22483  -0.5546
H2 -0.81745 -0.58492 0.75370  -1.0978
H3 0.61689 -0.02835 -0.19348  -0.3771
C2 2.47400 3.79932 -1.38396  -0.4561
C3 3.07175 4.64663 -0.36542  0.5548
O2 4.03640 5.38318 -0.61358  -0.7828
N1 2.46033 4.64649 0.83916  0.9125
C4 2.89148 5.51772 1.88473  -1.2257
H4 1.99085 2.90227 -0.93667  -0.2557
H5 3.23083 3.39264 -2.07660  0.3544
H6 1.70070 4.37785 -1.87522  0.4092
H7 1.92709 3.84253 1.11745  -0.3239
H8 3.80179 5.19021 2.31949  0.3310
H9 2.15495 5.60249 2.65926  0.3792
H10 3.14712 6.52299 1.49680  0.3311
C5 -1.02099 -3.38112 1.58617  1.0223
C6 -0.78854 -4.06961 0.25776  0.5175
O3 -0.56118 -5.28794 0.20285  -0.8218
N2 -0.96564 -3.33442 -0.85896  0.8777
C7 -0.73520 -4.09691 -2.06653  -1.2539
H11 -1.74047 -3.96416 2.15405  0.3934
H12 -1.49312 -2.45016 1.38380  -1.2359
H13 -0.17708 -3.20153 2.20589  -0.0619
H14 -0.99926 -2.30145 -0.92616  -0.6064
H15 -1.68645 -4.17260 -2.59942  0.2949
H16 -0.33764 -5.10121 -1.89524  0.3982
H17 -0.13009 -3.58741 -2.78506  0.2722
C8 -5.40698 4.26640 -4.55910  -1.0546
C9 -5.63658 4.85111 -3.17782  0.7374
O4 -6.24043 5.88725 -2.95288  -0.6519
N3 -4.96030 4.17707 -2.21555  -0.0948
C10 -4.63779 4.85549 -0.91484  -0.7938
H18 -5.90936 4.76239 -5.40974  0.3207
H19 -5.67185 3.20218 -4.55657  0.3186
H20 -4.30979 4.11707 -4.71237  0.2348
H21 -4.25098 3.61114 -2.54912  0.1563
H22 -5.59196 5.36605 -0.62621  0.3828
H23 -3.83818 5.59435 -1.11095  0.2366
H24 -4.32909 4.15832 -0.15715  0.2128
C11 6.44977 3.35404 -0.57288  -1.1842
C12 5.31812 2.39101 -0.20081  0.6299
O5 4.73314 2.32279 0.85673  -0.6126
N4 4.92421 1.58375 -1.20852  -0.0531
C13 3.90718 0.50640 -1.08897  -0.9452
H25 6.55022 3.37680 -1.64762  0.3361
H26 7.32298 2.99806 -0.06635  0.3540
H27 6.04686 4.33260 -0.18128  0.2772
H28 5.29906 1.67882 -2.12328  0.2845
H29 4.05085 -0.03009 -0.18508  0.2501
H30 3.93264 -0.07366 -1.93724  0.5389
H31 2.90736 0.93394 -1.06071  0.0327
C14 -0.77858 1.96665 -3.74902  -0.6239
C15 -2.11129 1.32168 -4.10201  0.6293
O6 -2.93150 1.85574 -4.86690  -0.7490
N5 -2.37223 0.18028 -3.44222  0.5226
C16 -3.66791 -0.45171 -3.61444  -1.0334
H32 -0.11149 1.84696 -4.59707  0.3369
H33 -0.27070 1.51827 -2.92950  -0.0994
H34 -0.94592 3.00570 -3.57362  0.3177
H35 -1.70808 -0.11219 -2.68774  -0.5529
H36 -3.74141 -1.31983 -2.97710  0.2636
H37 -3.86967 -0.74028 -4.64422  0.3619
H38 -4.45298 0.23441 -3.38708  0.2563
C17 3.01399 2.48472 3.73537  -0.9495
C18 1.93316 1.66854 2.97710  0.1592
O7 1.35312 2.19810 2.00233  -0.1891
N6 1.59614 0.42384 3.38347  0.4277
C19 2.06815 -0.32941 4.53262  -1.1332
H39 2.48921 3.31474 4.23241  0.1636
H40 3.66071 2.73548 2.90492  0.0624
H41 3.56714 1.85938 4.41579  0.5584
H42 0.83939 0.06929 2.78283  -0.2623
H43 1.80057 0.11254 5.48312  0.3125
H44 3.16176 -0.39021 4.42440  0.3705
H45 1.63047 -1.32823 4.37249  0.2973
C20 -4.19676 -2.46577 0.30168  -0.7312
C21 -4.38190 -0.99941 0.57298  0.8207
O8 -5.13086 -0.56315 1.45875  -0.7628
N7 -3.74246 -0.21684 -0.25197  0.4332
C22 -3.63255 1.21542 0.06292  -1.1246
H46 -5.18303 -2.98955 0.21221  0.4492
H47 -3.75987 -2.95168 1.17210  0.0873
H48 -3.64232 -2.65055 -0.59677  0.0936
H49 -2.99717 -0.61334 -0.80199  -0.2994
H50 -4.55784 1.69410 -0.16678  0.5332
H51 -2.89314 1.64064 -0.59251  0.2153
H52 -3.31030 1.37918 1.09577  0.2595
C23 1.59591 -1.34244 -4.17151  -1.2389
C24 2.26156 -2.02517 -3.03520  0.6883
O9 3.29853 -2.68076 -3.11218  -0.6875
N8 1.71015 -1.86361 -1.80277  2.0904
C25 2.31555 -2.59542 -0.68215  -1.5580
H53 2.33261 -0.77601 -4.80261  0.4257
H54 0.69866 -0.77389 -3.81102  -0.0595
H55 1.19408 -2.11598 -4.82899  0.3182
H56 0.74300 -1.42949 -1.76623  -0.9318
H57 3.35636 -2.59089 -0.93271  0.7052
H58 1.98714 -3.62468 -0.70586  0.1742
H59 2.17961 -2.12118 0.28048  0.1532
C26 3.02557 -4.85232 3.67280  -1.0694
C27 1.79063 -4.33964 4.37979  0.8338
O10 1.72263 -3.38060 5.13003  -0.6883
N9 0.70448 -5.08640 4.07317  -0.1067
C28 -0.46899 -4.86871 4.83342  -0.7010
H60 3.77018 -5.10834 4.45669  0.3077
H61 3.57562 -4.10527 3.04817  0.2415
H62 2.80294 -5.71524 2.99442  0.2943
H63 0.70466 -5.80502 3.35235  0.2504
H64 -0.26999 -5.05580 5.93983  0.2860
H65 -1.23910 -5.51422 4.39795  0.3770
H66 -0.82072 -3.84174 4.75891  -0.0214
Cl1 -1.78755 0.13111 3.46561  -0.1214
C29 -2.81230 -1.38867 3.68550  1.3665
C30 -4.01495 -1.01395 4.53664  -0.5162
Cl2 -4.79715 -2.37098 5.42278  -0.2550
H67 -2.13684 -2.14984 4.12609  -0.4954
H68 -3.08288 -1.82712 2.73127  -0.7925
H69 -4.75113 -0.64397 3.86511  0.2534
H70 -3.76257 -0.29905 5.25813  0.4298
Cl3 -0.69094 4.18627 -0.81352  -0.2031
C31 -1.19975 3.78307 0.86405  0.6806
C32 -1.04134 5.00266 1.74784  -0.3228
Cl4 -1.22498 4.40469 3.45979  -0.2108
H71 -0.54545 2.98093 1.21949  -0.6290
H72 -2.22116 3.41539 1.01003  0.1973
H73 -1.68054 5.83266 1.49296  0.4395
H74 -0.05628 5.41675 1.64802  0.0996
Cl5 4.47246 -7.27715 -3.45979  -0.2242
C33 3.70166 -5.71555 -3.27726  -0.2652
C34 2.31568 -5.79727 -2.72688  0.4337
Cl6 1.22910 -6.60307 -3.91932  -0.2217
H75 3.74481 -5.23121 -4.28150  0.2941
H76 4.27422 -5.18232 -2.54768  0.2233
H77 1.86758 -4.79966 -2.64968  -0.7650
H78 2.21279 -6.38455 -1.83581  0.4446